Computed, not measured: 3 unconnected molecules or ions with the total composition C28H49N2O10 in a non-equilibrium geometry, with wB97M-V/def2-TZVPD.

Results
- highest occupied orbital energy (eV) = -12.305
- net charge = +1
- total energy (eV) = -53276.7092
- HOMO-LUMO gap (eV) = 7.3
- lowest unoccupied orbital energy (eV) = -5.027

Cartesian coordinates (Å):
C (2.29645, -0.33205, 0.34272)
C (1.14779, -1.18763, 0.95188)
C (0.04590, -1.60381, -0.05933)
C (-1.33458, -0.89532, 0.22589)
C (-1.70127, -0.10184, -1.04613)
C (-3.04593, 0.65824, -0.99078)
C (-3.29691, 1.48283, 0.30147)
C (-3.14291, 3.01572, 0.06498)
C (-2.15071, 3.73074, 1.01594)
C (-0.78218, 3.03684, 1.18878)
C (0.29392, 3.46404, 0.17232)
C (-0.07873, 3.21527, -1.30986)
C (1.09360, 2.54920, -2.11294)
C (2.01966, 3.66018, -2.57038)
C (1.70967, 4.36970, -3.74385)
C (0.52510, 4.11889, -4.67111)
O (0.57289, 4.62130, -5.77425)
O (-0.55594, 3.37690, -4.29224)
C (2.54021, 5.40890, -4.12872)
C (3.61977, 5.73394, -3.38437)
N (3.89531, 5.02760, -2.29244)
C (3.14643, 4.01489, -1.85690)
C (3.63004, 3.33343, -0.58398)
O (4.99847, 2.89824, -0.81276)
N (5.01467, 2.18781, -2.03611)
O (6.07973, 1.79819, -2.27123)
H (2.18540, -0.24981, -0.74500)
H (2.32095, 0.67102, 0.79218)
H (3.28638, -0.75807, 0.53442)
H (1.61603, -2.09130, 1.35283)
H (0.75048, -0.62876, 1.80387)
H (-0.06716, -2.68927, -0.00020)
H (0.39555, -1.33825, -1.06278)
H (-2.11376, -1.59278, 0.53395)
H (-1.09931, -0.15783, 0.99860)
H (-0.84143, 0.52072, -1.32294)
H (-1.79938, -0.84549, -1.85198)
H (-3.86331, -0.05579, -1.12974)
H (-3.08168, 1.32567, -1.86212)
H (-4.35083, 1.33097, 0.55771)
H (-2.72632, 1.13568, 1.16223)
H (-2.89710, 3.26242, -0.97222)
H (-4.12069, 3.48166, 0.23578)
H (-2.60081, 3.87790, 2.00146)
H (-1.95367, 4.73043, 0.60238)
H (-0.40136, 3.32913, 2.17649)
H (-0.83004, 1.94386, 1.19278)
H (1.21635, 2.94286, 0.45172)
H (0.50365, 4.53617, 0.29586)
H (-0.22736, 4.19309, -1.78366)
H (-1.00892, 2.66967, -1.44888)
H (0.70906, 1.97876, -2.95355)
H (1.62100, 1.83925, -1.47375)
H (-0.55203, 2.55106, -4.79762)
H (2.30264, 5.97243, -5.02235)
H (4.26560, 6.55764, -3.65963)
H (4.71384, 5.26728, -1.73858)
H (3.58727, 4.00736, 0.27109)
H (3.06759, 2.42411, -0.39339)
C (-4.93337, -5.33901, -3.49272)
C (-3.64311, -4.54720, -3.46997)
O (-3.21249, -4.27011, -2.12835)
C (-2.65915, -5.29746, -1.48130)
O (-2.48289, -6.40184, -1.92010)
O (-2.34973, -4.88785, -0.24795)
C (-1.83877, -5.92504, 0.59427)
H (-5.70353, -4.83051, -2.91063)
H (-5.28697, -5.46449, -4.51608)
H (-4.79734, -6.32687, -3.05447)
H (-3.80063, -3.57722, -3.94012)
H (-2.85104, -5.05213, -4.02378)
H (-0.99151, -6.42656, 0.13115)
H (-2.62620, -6.64140, 0.82407)
H (-1.50967, -5.45408, 1.51738)
C (3.93561, -2.90314, 5.67913)
C (2.87564, -1.82902, 5.55332)
O (1.68897, -2.32535, 4.91761)
C (0.90531, -3.08958, 5.68137)
O (1.10016, -3.37871, 6.83100)
O (-0.12854, -3.49139, 4.93809)
C (-1.00559, -4.40235, 5.60700)
H (4.14605, -3.34792, 4.70500)
H (4.85712, -2.48570, 6.08518)
H (3.60590, -3.70685, 6.33610)
H (3.24364, -1.02581, 4.91558)
H (2.63058, -1.39028, 6.52096)
H (-1.34909, -3.99308, 6.55458)
H (-0.50350, -5.35587, 5.76506)
H (-1.86291, -4.55717, 4.95712)

Cartesian forces, eV/Å:
C -0.07 0.03 0.13
C 0.75 -0.11 -0.29
C -0.42 0.24 1.01
C 1.60 0.55 -1.09
C -0.89 -0.89 0.04
C 0.64 0.01 0.33
C -0.79 0.58 -0.97
C -0.02 0.20 0.86
C 0.29 -0.33 -0.56
C 0.36 0.59 0.18
C -0.39 0.04 0.01
C 0.84 0.27 -0.25
C -0.22 0.33 0.69
C -1.12 -1.04 -0.59
C -0.12 -0.04 0.74
C -0.32 0.55 -2.14
O 0.10 -0.63 1.35
O 1.09 0.05 0.65
C -0.87 0.17 -0.91
C 0.71 0.64 -0.20
N 0.49 0.33 0.50
C -0.30 -0.37 0.76
C 0.46 -0.75 -1.06
O -0.22 0.92 0.65
N 0.34 -0.47 -0.31
O -0.18 0.05 0.05
H 0.06 0.08 0.12
H -0.10 -0.07 -0.21
H -0.16 -0.04 -0.04
H -0.18 0.12 0.12
H -0.19 -0.29 -0.07
H -0.09 0.12 -0.24
H -0.17 -0.23 0.03
H 0.03 0.14 0.03
H -0.52 -0.33 0.27
H -0.19 0.15 0.17
H 0.13 0.20 0.00
H 0.19 -0.05 0.07
H -0.17 -0.05 0.13
H 0.19 -0.08 0.15
H 0.05 0.00 -0.17
H 0.03 -0.27 0.07
H 0.14 0.00 -0.11
H -0.03 -0.13 -0.13
H -0.13 -0.03 0.24
H 0.01 -0.19 -0.11
H -0.24 0.12 -0.03
H -0.12 -0.06 -0.14
H -0.06 -0.14 0.11
H -0.35 -0.18 0.07
H 0.22 -0.18 0.17
H 0.13 0.14 -0.01
H -0.08 0.04 -0.11
H -0.38 0.17 -0.28
H 0.07 -0.06 0.06
H 0.12 -0.14 0.23
H 0.02 0.00 -0.11
H 0.27 -0.11 -0.01
H -0.26 0.33 0.17
C -0.05 -0.16 0.26
C -0.24 -0.10 -0.45
O 0.14 0.14 0.02
C -0.20 0.07 0.01
O 0.09 0.00 -0.01
O 0.08 0.03 0.00
C 0.12 -0.09 0.27
H -0.01 0.09 -0.11
H 0.02 0.05 0.00
H 0.08 -0.01 -0.08
H 0.09 0.10 0.22
H 0.03 -0.10 0.17
H -0.10 -0.05 -0.08
H 0.06 -0.07 -0.10
H -0.07 0.17 -0.08
C -0.11 -0.28 0.00
C 0.46 0.09 0.19
O -0.10 0.14 -0.10
C 0.08 -0.07 -0.11
O -0.04 0.04 0.04
O -0.02 0.04 -0.01
C -0.23 -0.17 0.03
H 0.06 0.12 -0.03
H -0.01 0.04 -0.03
H -0.01 0.09 0.08
H -0.22 -0.03 -0.14
H -0.12 -0.15 0.02
H 0.12 -0.02 0.03
H 0.02 0.05 0.12
H 0.10 0.12 -0.13

***

Computed, not measured: a molecular structure, C28H50BrN8O4S2SiW, with wB97M-V/def2-TZVPD.

Results
- 2S+1 = 2
- highest occupied orbital energy (alpha / beta) (eV) = -13.460 / -13.291
- net charge = +2
- <S²> = 0.81
- total energy (eV) = -151363.2319
- HOMO-LUMO gap (alpha / beta) (eV) = 6.7 / 6.2
- lowest unoccupied orbital energy (alpha / beta) (eV) = -6.796 / -7.133
- relative energy (zero: lowest compared OMol25 entry of this formula, charge and spin) (kcal per mole) = 0.0

Cartesian coordinates (Å):
W (-0.86329, -1.18209, 1.74502)
C (-5.00577, 2.46590, -2.41506)
C (-4.90147, 1.17865, -1.69096)
N (-5.83598, 0.29077, -1.57942)
N (-5.28146, -0.69634, -0.83419)
C (-4.02506, -0.44993, -0.45904)
S (-3.10399, -1.56528, 0.44714)
N (-3.76902, 0.75863, -1.01462)
N (-2.57244, 1.46390, -0.86251)
H (-5.95981, 2.49011, -2.93474)
H (-4.20597, 2.57192, -3.14925)
H (-4.97133, 3.31364, -1.72812)
H (-5.81329, -1.52319, -0.60747)
H (-1.88436, 1.06902, -1.49897)
H (-2.74888, 2.42884, -1.12162)
C (0.51803, -4.01025, -0.80018)
C (-0.17355, -4.24623, 0.48835)
N (-0.71824, -3.35505, 1.30929)
C (-1.25672, -4.07112, 2.35768)
C (-1.03920, -5.40064, 2.17641)
N (-0.35723, -5.48109, 0.99728)
C (-1.31554, -6.66800, 2.92627)
O (-1.99756, -6.57764, 4.05059)
O (-0.89847, -7.69250, 2.46317)
C (-1.96122, -3.33306, 3.40484)
O (-2.49870, -3.83232, 4.35776)
O (-1.91531, -2.01681, 3.16713)
H (0.54892, -2.94775, -1.01336)
H (-0.01015, -4.51445, -1.61005)
H (1.53606, -4.39897, -0.76362)
H (-0.05868, -6.36820, 0.60873)
H (-2.25587, -5.65082, 4.26081)
C (-1.03029, 0.52466, 4.34231)
C (-1.35320, 1.83040, 5.10373)
N (-1.73389, 2.88456, 4.17385)
C (-0.65373, 3.08711, 3.22460)
C (-0.41480, 1.81244, 2.37550)
N (-1.29344, 0.70487, 2.86876)
C (-2.72121, 1.14125, 2.72720)
C (-2.93989, 2.48326, 3.46556)
H (-1.64298, -0.30905, 4.67570)
H (0.01760, 0.24518, 4.44938)
H (-0.48404, 2.16313, 5.67072)
H (-2.16753, 1.67237, 5.80987)
H (0.24736, 3.35143, 3.77819)
H (-0.90381, 3.92710, 2.57545)
H (0.61912, 1.46438, 2.43069)
H (-0.66967, 1.97543, 1.32704)
H (-3.33492, 0.33257, 3.12557)
H (-2.91591, 1.23377, 1.65907)
H (-3.75829, 2.39861, 4.17972)
H (-3.19971, 3.27183, 2.75780)
S (2.21361, -1.67087, 3.26729)
C (0.86461, -1.36433, 2.59230)
C (1.25644, -1.46968, -3.54185)
C (2.54124, -0.81782, -3.00029)
C (3.33440, -1.89119, -2.23994)
C (3.38527, -0.34163, -4.21127)
Si (2.28599, 0.73030, -1.94174)
Br (0.25096, -0.25577, -0.38821)
C (1.25545, 2.14886, -2.65965)
C (0.24965, 1.65337, -3.70854)
C (0.48642, 3.00064, -1.63711)
C (2.29769, 3.05690, -3.36434)
C (3.55860, 1.14929, -0.61275)
C (4.88965, 1.34169, -1.38507)
C (3.22574, 2.45312, 0.12669)
C (3.74536, 0.06537, 0.44790)
H (1.53060, -2.43989, -3.96186)
H (0.79849, -0.89610, -4.34339)
H (0.50049, -1.64545, -2.77918)
H (3.49027, -2.73860, -2.91148)
H (2.80064, -2.25308, -1.36071)
H (4.31911, -1.55014, -1.92606)
H (3.55379, -1.20013, -4.86571)
H (4.36429, 0.04216, -3.92396)
H (2.87856, 0.41797, -4.80574)
H (-0.46812, 0.93932, -3.29795)
H (0.72968, 1.18864, -4.56765)
H (-0.30727, 2.51492, -4.08432)
H (-0.17128, 2.41005, -0.99962)
H (-0.13060, 3.70950, -2.19539)
H (1.13651, 3.58525, -0.99159)
H (2.85795, 2.53749, -4.14232)
H (3.00918, 3.49965, -2.66889)
H (1.76485, 3.87861, -3.84913)
H (4.83837, 2.13277, -2.13513)
H (5.23013, 0.42949, -1.87206)
H (5.66050, 1.63180, -0.66714)
H (3.18557, 3.32198, -0.52701)
H (4.01697, 2.64070, 0.85594)
H (2.28245, 2.38273, 0.67298)
H (4.12949, -0.87381, 0.05654)
H (2.81634, -0.13292, 0.97142)
H (4.47082, 0.43389, 1.17801)

Cartesian forces, eV/Å:
W 0.36 0.42 0.34
C 0.00 0.02 -0.01
C -0.10 -0.02 -0.11
N 0.05 0.06 -0.03
N 0.02 -0.02 0.04
C -0.08 -0.03 0.16
S 0.04 0.04 -0.32
N 0.02 -0.03 0.13
N -0.05 -0.13 0.00
H 0.00 0.00 0.00
H 0.00 0.00 -0.01
H 0.01 0.00 0.01
H 0.01 0.01 0.00
H -0.03 0.09 -0.03
H 0.01 0.00 0.03
C -0.02 0.04 0.01
C -0.05 -0.01 0.05
N -0.04 -0.17 -0.08
C -0.20 -0.17 0.03
C 0.09 -0.02 -0.07
N -0.06 0.05 0.08
C -0.09 0.00 0.07
O 0.03 0.18 -0.09
O 0.00 -0.01 -0.02
C 0.11 0.15 0.30
O -0.03 0.00 -0.08
O 0.11 -0.11 -0.09
H 0.02 0.00 -0.01
H 0.00 0.00 -0.01
H 0.01 0.01 -0.01
H 0.01 0.01 0.00
H 0.01 -0.11 0.03
C 0.13 -0.04 -0.02
C 0.01 0.00 0.04
N 0.00 -0.03 0.00
C 0.02 0.05 -0.01
C 0.02 -0.09 -0.12
N -0.29 -0.24 0.11
C 0.02 -0.06 -0.12
C -0.04 0.04 -0.01
H 0.03 0.03 0.03
H -0.03 0.01 0.00
H -0.02 -0.01 0.02
H -0.01 0.01 -0.01
H 0.00 0.01 -0.01
H 0.00 0.00 0.01
H -0.03 0.02 0.02
H 0.01 0.02 0.02
H -0.02 0.04 -0.01
H -0.02 -0.01 0.05
H 0.01 0.01 0.00
H -0.01 0.00 0.01
S 0.06 -0.02 0.08
C -0.17 -0.06 -0.13
C 0.03 0.03 -0.06
C 0.09 0.13 -0.06
C 0.04 0.03 -0.05
C 0.00 -0.10 0.03
Si -0.44 -0.20 0.43
Br 0.21 0.01 -0.33
C 0.13 -0.01 -0.07
C 0.04 0.04 -0.03
C 0.07 0.06 0.00
C -0.11 0.01 -0.03
C 0.14 0.16 -0.28
C -0.01 0.06 0.10
C 0.00 -0.02 -0.01
C 0.11 -0.08 -0.01
H -0.01 -0.01 -0.04
H 0.00 0.02 0.02
H -0.01 -0.01 0.03
H 0.00 -0.02 0.00
H -0.02 0.01 0.03
H 0.01 0.02 -0.01
H 0.02 -0.01 0.00
H 0.02 0.02 0.02
H -0.04 0.00 -0.03
H 0.00 -0.03 0.01
H 0.02 -0.01 0.00
H -0.02 0.01 -0.02
H 0.00 -0.03 0.01
H 0.00 0.04 0.00
H 0.01 -0.03 0.00
H 0.01 -0.02 -0.02
H 0.00 0.01 0.03
H 0.00 0.01 -0.01
H -0.02 0.02 -0.02
H 0.01 -0.04 0.01
H 0.01 0.01 0.01
H 0.00 0.00 -0.03
H 0.00 0.00 0.02
H -0.01 -0.01 0.00
H -0.03 0.02 -0.02
H -0.09 -0.02 0.10
H 0.00 -0.03 0.02

***

> What is the formula in the second record?

C28H50BrN8O4S2SiW

***

> Look up the net charge of the first one.

+1

***

> Look up the net charge of the first one.

+1